No. 1
Below is a molecular structure, C33H35Br81ClNO4 in a non-equilibrium geometry, with properties calculated with ωB97M-V/def2-TZVPD.

The geometry in XYZ format:
```
155
C33H35Br81ClNO4 | OMol25 | ωB97M-V/def2-TZVPD
Br 3.87 12.65 -9.58
Br -14.16 3.86 0.79
Br 4.74 1.96 1.04
Br -14.37 1.31 3.69
Br 4.97 7.11 -2.46
Br 5.37 -6.28 -9.20
Br 1.28 -0.01 8.87
Br 3.34 2.65 6.93
Br 3.57 -4.72 -5.16
Br 1.01 -14.38 2.12
Br 5.54 -9.43 -1.02
Br -15.72 4.39 8.31
Br -4.37 -0.55 8.40
Br 7.36 -7.73 -11.22
Br 0.47 1.22 -5.00
Br -2.81 10.42 2.43
Br 1.91 9.17 -3.53
Br 9.43 -10.92 -1.81
Br -4.72 5.52 -4.93
Br -11.45 5.16 1.83
Br -4.95 2.49 0.19
Br -16.85 2.84 4.95
Br -1.17 0.59 4.30
Br -2.06 9.55 -0.54
Br 3.68 5.65 -4.98
Br -8.30 1.47 4.79
Br 4.18 9.54 -5.74
Br 1.07 11.19 -9.21
Br -7.35 -1.55 8.95
Br -4.92 -0.94 4.29
Br -0.42 -13.22 -0.49
Br -2.19 7.21 5.27
Br -17.07 -0.26 4.27
Br 3.33 -7.27 -3.27
Br 0.47 1.38 11.62
Br 0.42 -11.25 1.86
Br 5.54 0.46 7.61
Br 0.87 6.91 4.43
Br -10.36 1.28 2.38
Br 9.34 -3.51 -2.39
Br -1.27 3.97 -0.13
Br 9.65 -8.44 0.16
Br 1.45 -12.88 -3.77
Br 1.71 4.65 0.80
Br -6.66 4.01 2.39
Br 8.10 -11.15 -9.82
Br -3.64 5.05 -1.97
Br -18.38 2.76 8.91
Br 0.01 4.25 -5.83
Br 8.74 -8.00 -2.85
Br 4.55 -10.24 1.90
Br 8.55 -0.61 -3.40
Br -5.09 -3.42 6.26
Br 3.89 1.21 4.03
Br -1.40 6.61 2.25
Br 0.24 10.12 1.58
Br -4.14 2.56 -3.87
Br 5.87 -6.92 -5.15
Br 4.51 -12.39 -0.45
Br 3.57 -0.94 1.69
Br 1.62 -10.36 -1.85
Br 9.56 -10.79 -12.63
Br -3.59 3.41 2.94
Br -2.73 -3.25 4.12
Br 1.36 14.26 -8.47
Br 0.64 -9.98 -4.86
Br 1.24 3.58 -2.99
Br 7.82 -13.40 -12.06
Br 2.04 11.84 -5.25
Br 3.44 0.30 11.20
Br -0.48 3.64 4.87
Br 8.43 -6.69 -8.41
Br -14.18 5.70 3.39
Br -5.17 -1.64 11.28
Br -1.35 1.73 7.27
Br -11.24 2.67 5.09
Br -18.22 5.86 9.61
Br 0.75 1.63 0.57
Br 9.50 -1.04 -0.40
Br 5.02 3.95 -2.63
Br 6.25 3.55 7.83
Cl -0.47 -1.11 -0.76
O -0.37 -2.07 -3.19
O 3.88 -3.15 -2.00
O 0.20 -2.45 -5.38
O 1.76 -2.03 -3.77
N 2.78 -1.15 -1.81
C 4.88 2.22 8.00
C -3.93 -2.27 5.26
C 5.06 5.59 -3.63
C 5.28 -1.24 -2.04
C -13.17 4.46 2.32
C 4.52 -6.02 -4.12
C 9.83 -9.05 -1.66
C -0.88 7.48 3.88
C -17.64 4.47 8.43
C 9.68 -1.62 -2.22
C -3.63 4.42 -3.79
C 3.95 -1.93 -1.97
C 0.84 -12.88 0.92
C 0.22 3.43 0.96
C 2.86 0.23 -2.30
C -5.78 -0.72 9.70
C 8.96 -12.04 -11.30
C 1.96 12.84 -9.62
C 1.89 1.06 10.35
C 3.05 10.42 -4.45
C 0.33 -1.15 -2.30
C 6.92 -7.40 -9.38
C 0.50 -2.22 -4.23
C 1.77 -10.98 -3.66
C 1.10 3.03 -4.82
C 5.39 -10.84 0.28
C -1.53 10.58 0.99
C -1.55 2.12 5.40
C -16.29 1.42 3.78
C -5.21 2.80 2.07
C -9.78 2.30 3.89
C 4.59 0.55 2.35
C 1.66 -1.85 -2.33
H 6.40 -11.15 0.54
H -0.83 8.54 3.70
H -5.47 1.86 2.53
H 3.72 0.73 -1.90
H 10.70 -1.44 -2.52
H 0.27 -0.20 -2.82
H 5.55 -1.07 -3.07
H 6.01 5.63 -4.15
H 10.86 -8.91 -1.95
H 2.79 -10.82 -3.98
H 5.98 -1.93 -1.59
H -2.62 4.49 -4.14
H 3.70 10.86 -3.71
H 5.03 -5.49 -3.33
H -3.32 -1.74 5.98
H 9.83 -12.54 -10.91
H 1.50 -2.82 -1.89
H 2.00 0.79 -1.97
H 5.29 -0.34 -1.46
H -0.11 3.46 1.99
H 1.69 13.11 -10.63
H 5.58 0.19 2.55
H 2.18 2.02 9.95
H -18.01 4.71 7.44
H 4.56 2.21 9.04
H -6.06 0.28 10.00
H 1.81 -12.73 0.45
H 6.68 -8.36 -8.93
H -1.51 11.62 0.69
H -9.43 3.25 3.52
H -12.99 3.59 2.94
H -2.58 2.39 5.24
H 2.90 0.30 -3.38
H -16.64 1.67 2.79
H 2.09 3.06 -5.24
```

Summary:
**HOMO**: -9.916 eV

Here are the Mulliken charges for atoms 1 to 5, given in e: number 1, Br, carries 0.00; number 2, Br, carries -0.01; number 3, Br, carries -0.05; number 4, Br, carries 0.09; number 5, Br, carries -0.02

=====

No. 2
Below is a molecular structure, C11H23ClMnNO2P2 in a non-equilibrium geometry, with properties calculated with ωB97M-V/def2-TZVPD.

The geometry in XYZ format:
```
41
C11H23ClMnNO2P2 | OMol25 | ωB97M-V/def2-TZVPD
Mn -0.21 -0.47 0.09
Cl -2.02 -0.31 1.43
P 1.08 -2.06 1.31
P -0.67 1.28 -1.54
O -2.03 -2.81 -0.40
O -1.30 -1.98 -2.64
N 1.64 -0.49 -1.08
C -2.31 1.58 -2.22
C 3.96 -0.90 -1.33
C 3.92 -0.41 -2.63
C 1.58 -0.05 -2.36
C 0.21 0.35 -2.85
C 2.80 -0.97 -0.58
C 2.76 -1.56 0.80
C 0.20 2.87 -1.39
C 2.71 0.00 -3.16
C 1.00 -1.92 3.11
C 0.94 -3.81 0.88
H 1.42 -2.82 3.57
H -2.04 -2.00 0.24
H 3.13 -0.84 1.55
H -1.21 -2.71 -3.28
H 3.41 -2.44 0.85
H -2.67 0.67 -2.70
H -0.05 -1.80 3.39
H -2.29 2.41 -2.94
H 1.45 -4.42 1.64
H 2.62 0.37 -4.18
H -0.12 -4.08 0.82
H 1.27 2.71 -1.22
H -2.81 -3.35 -0.20
H 4.87 -1.26 -0.85
H -2.98 1.83 -1.38
H -1.67 -2.40 -1.70
H 0.06 3.49 -2.29
H 1.40 -3.99 -0.11
H -0.44 -0.60 -3.01
H 4.83 -0.37 -3.21
H -0.21 3.41 -0.52
H 0.27 0.98 -3.77
H 1.56 -1.03 3.43
```

Summary:
**Net charge**: +1
**Energy relative to the best compared isomer or geometry (same formula, charge and spin)**: 44.1 kJ/mol
**HOMO (spin up / spin down)**: -10.460 / -12.323 eV
**Multiplicity**: 6

Here are the natural (NBO) charges for atoms 1 to 5, given in e: number 1, Mn, carries 1.16; number 2, Cl, carries -0.63; number 3, P, carries 0.79; number 4, P, carries 0.79; number 5, O, carries -0.98

=====

No. 3
Below is a single C3H6O molecule in a non-equilibrium geometry, with properties calculated with ωB97M-V/def2-TZVPD.

The geometry in XYZ format:
```
10
C3H6O | OMol25 | ωB97M-V/def2-TZVPD
O -0.46 -0.54 -0.09
C 1.91 -0.02 0.10
C -1.74 0.17 0.07
C 0.65 0.26 -0.08
H 2.08 -1.01 0.13
H -2.57 -0.47 -0.47
H 2.67 0.75 -0.13
H -1.94 0.19 1.15
H 0.05 1.20 0.03
H -1.47 1.22 -0.49
```

Summary:
**Energy relative to the best compared isomer or geometry (same formula, charge and spin)**: 265.8 kJ/mol
**Structure (SMILES)**: C=COC
**HOMO**: -9.009 eV

Here are the natural (NBO) charges for atoms 1 to 5, given in e: number 1, O, carries -0.54; number 2, C, carries -0.53; number 3, C, carries -0.26; number 4, C, carries 0.17; number 5, H, carries 0.21

=====

No. 4
Below is a gas-phase ion, C2H6N3O (charge -1) in a non-equilibrium geometry, with properties calculated with ωB97M-V/def2-TZVPD.

The geometry in XYZ format:
```
12
C2H6N3O | OMol25 | ωB97M-V/def2-TZVPD
O 0.22 1.87 0.95
N 0.31 0.69 -1.89
N 0.74 -0.29 -1.08
N -0.89 0.94 1.17
C -0.30 -0.96 -0.49
C -0.54 -0.35 1.07
H -1.17 -1.16 -1.07
H -1.12 -1.05 1.51
H 0.97 1.45 0.65
H 1.14 1.24 -2.22
H 0.54 -0.44 1.54
H 0.10 -1.93 -0.14
```

Summary:
**Net charge**: -1
**Energy relative to the best compared isomer or geometry (same formula, charge and spin)**: 330.4 kJ/mol
**Structure (SMILES)**: [H]/N=N/CC[N-]O
**HOMO (spin up / spin down)**: -1.670 / -1.206 eV

Here are the natural (NBO) charges for atoms 1 to 5, given in e: number 1, O, carries -0.65; number 2, N, carries -0.50; number 3, N, carries -0.23; number 4, N, carries -0.39; number 5, C, carries -0.32

=====

No. 5
Below is a single C6H8N2O3S molecule in a non-equilibrium geometry, with properties calculated with ωB97M-V/def2-TZVPD.

The geometry in XYZ format:
```
20
C6H8N2O3S | OMol25 | ωB97M-V/def2-TZVPD
S -2.22 1.29 0.28
O -2.80 2.37 -0.54
O 1.93 -1.23 -0.84
O -2.46 -2.59 0.33
N 3.58 0.72 0.60
N 0.11 -0.07 -0.01
C -0.48 1.06 -0.28
C -2.00 -1.50 0.12
C 2.25 0.77 0.40
C 1.55 -0.23 -0.34
C -2.62 -0.32 -0.65
C -0.50 -1.25 0.49
H -2.18 -0.29 -1.58
H 4.08 0.03 0.14
H 0.24 -1.97 -0.09
H -0.10 1.87 -0.99
H -3.77 -0.22 -0.75
H 3.99 1.24 1.39
H -0.38 -1.32 1.58
H 1.77 1.65 0.75
```

Summary:
**Energy relative to the best compared isomer or geometry (same formula, charge and spin)**: 454.0 kJ/mol
**HOMO (spin up / spin down)**: -6.728 / -7.564 eV

Here are the natural (NBO) charges for atoms 1 to 5, given in e: number 1, S, carries 1.23; number 2, O, carries -0.95; number 3, O, carries -0.63; number 4, O, carries -0.49; number 5, N, carries -0.76

=====

No. 6
Below is a single C4H9NO2 molecule in a non-equilibrium geometry, with properties calculated with ωB97M-V/def2-TZVPD.

The geometry in XYZ format:
```
16
C4H9NO2 | OMol25 | ωB97M-V/def2-TZVPD
O -0.68 0.76 0.36
O -0.86 -1.40 0.56
N -2.56 -0.13 1.02
C -1.34 -0.37 0.59
C 0.64 -0.15 -1.56
C 0.69 0.62 -0.27
C 1.63 0.14 0.70
H -3.10 0.80 0.95
H 2.59 0.10 0.23
H -3.18 -1.01 0.96
H 0.13 -1.07 -1.54
H 1.72 0.88 1.57
H 1.24 -0.83 1.26
H 0.93 1.64 -0.45
H 0.38 0.45 -2.62
H 1.77 -0.44 -1.77
```

Summary:
**Energy relative to the best compared isomer or geometry (same formula, charge and spin)**: 177.8 kJ/mol
**Structure (SMILES)**: CC(C)OC(N)=O
**HOMO**: -10.206 eV

Here are the natural (NBO) charges for atoms 1 to 5, given in e: number 1, O, carries -0.54; number 2, O, carries -0.64; number 3, N, carries -0.85; number 4, C, carries 0.87; number 5, C, carries -0.63

=====

No. 7
Below is 2 unconnected molecules or ions with the total composition C8H8N4O3 in a non-equilibrium geometry, with properties calculated with ωB97M-V/def2-TZVPD.

The geometry in XYZ format:
```
23
C8H8N4O3 | OMol25 | ωB97M-V/def2-TZVPD
O 3.42 2.61 -0.43
O 3.26 0.82 0.73
O -0.61 4.25 -0.12
N -0.03 3.73 0.77
N 1.08 3.07 -2.50
N 2.84 1.62 -0.07
N 1.70 1.98 3.44
C -0.78 0.57 -0.83
C 0.50 3.03 1.52
C 0.88 -0.57 0.60
C -1.32 -0.81 -1.26
C 0.57 0.56 -0.30
C 1.13 2.53 2.62
C 1.37 2.26 -1.75
C 1.54 1.41 -0.65
H -0.85 1.37 -1.78
H -1.16 -1.50 -0.54
H 1.51 -1.36 0.04
H -1.48 0.94 -0.08
H -0.87 -1.17 -2.21
H -2.41 -0.62 -1.46
H -0.01 -1.14 0.92
H 1.54 -0.57 1.52
```

Summary:
**Energy relative to the best compared isomer or geometry (same formula, charge and spin)**: 671.4 kJ/mol
**HOMO (spin up / spin down)**: -7.091 / -11.023 eV
**Multiplicity**: 3

Here are the natural (NBO) charges for atoms 1 to 5, given in e: number 1, O, carries -0.38; number 2, O, carries -0.40; number 3, O, carries -0.30; number 4, N, carries 0.29; number 5, N, carries -0.19

=====

No. 8
Below is 2 unconnected molecules or ions with the total composition C6H13PS in a non-equilibrium geometry, with properties calculated with ωB97M-V/def2-TZVPD.

The geometry in XYZ format:
```
21
C6H13PS | OMol25 | ωB97M-V/def2-TZVPD
S -1.74 -1.93 0.85
P 1.46 0.85 -1.09
C 0.50 -1.54 2.39
C -0.71 2.51 -0.29
C 0.56 -0.62 -1.52
C 0.44 1.66 0.18
C -0.30 -1.41 1.14
C -0.79 -0.90 -1.94
H 1.02 -2.42 2.32
H 1.19 -1.57 -1.63
H 0.28 0.76 0.85
H -1.63 1.88 -0.48
H -0.08 -1.72 3.32
H -1.58 -1.01 -1.11
H -1.27 -0.33 -2.84
H 1.27 -0.84 2.61
H 1.31 2.10 0.75
H 2.39 0.10 -0.18
H -0.96 3.43 0.23
H -0.46 2.92 -1.22
H -0.90 -1.92 -2.35
```

Summary:
**Energy relative to the best compared isomer or geometry (same formula, charge and spin)**: 417.5 kJ/mol
**HOMO (spin up / spin down)**: -6.987 / -7.505 eV

Here are the natural (NBO) charges for atoms 1 to 5, given in e: number 1, S, carries 0.15; number 2, P, carries 0.61; number 3, C, carries -0.74; number 4, C, carries -0.63; number 5, C, carries -0.47